[1]
The following is a quantum chemistry calculation of a molecular structure, C25H34BN9SiY in a non-equilibrium geometry, from the Open Molecules 2025 dataset.

Structure (ORCA input):
```
! wB97M-V def2-TZVPD RIJCOSX def2/J DEFGRID3
* xyz 2 2
H 1.23 3.82 -1.75
H -5.21 0.83 0.71
C 5.45 -0.81 1.29
N -4.52 -1.17 0.38
H 5.62 -2.52 2.58
C 2.70 -1.14 1.55
H -7.65 -0.39 0.86
H 3.37 0.82 -2.90
N -2.93 -0.01 -1.15
H -1.06 2.93 -3.29
H -4.90 -0.29 -1.89
H -7.33 -3.85 -0.49
H -7.19 -4.02 1.25
H 0.12 1.91 4.12
H -3.45 -3.72 0.16
H -2.28 0.69 4.52
C 0.20 1.59 3.09
C -5.47 -0.21 0.62
C -7.39 -3.31 0.45
H 6.52 -0.68 1.20
C -1.05 0.89 2.69
C -1.24 1.94 -3.70
H 3.27 3.67 1.19
N 2.32 0.68 0.03
C 1.15 2.85 -1.28
C -2.44 -3.40 0.00
N -1.27 0.50 1.42
N -0.81 -1.93 -0.28
H 0.48 3.00 -0.41
C 3.82 1.67 -2.39
C -6.68 -0.82 0.68
H 5.01 0.85 0.04
H 3.92 4.36 -0.28
H 0.37 2.47 2.47
C -6.41 -2.20 0.48
H 1.07 0.93 3.01
C -2.15 0.53 3.48
H 4.85 1.40 -2.17
N -1.80 0.60 -1.63
H 1.54 -2.52 -1.31
H -8.40 -2.92 0.57
C 3.80 3.43 0.27
N -2.50 -0.09 1.38
C 3.57 -1.98 2.22
H -0.28 1.45 -3.90
N -5.11 -2.37 0.30
H 1.62 -1.26 1.67
H -4.01 1.13 -3.99
H 3.18 -2.75 2.87
C 4.60 0.05 0.64
B -3.05 -0.86 0.14
C -0.28 -3.16 -0.40
C 4.95 -1.84 2.08
H 0.68 2.18 -2.02
C -3.92 0.12 -2.05
H -3.99 -0.50 2.82
C -3.46 0.85 -3.11
H -1.74 2.08 -4.66
C 1.17 -3.34 -0.67
C -3.03 -0.09 2.61
H -1.18 -5.18 -0.26
Y 0.09 0.19 -0.33
C -1.28 -4.11 -0.22
C -2.13 1.14 -2.82
H 3.86 2.50 -3.09
Si 2.88 2.16 -0.80
H 4.79 3.09 0.55
C 3.19 -0.10 0.71
N -2.15 -2.09 -0.04
H 1.74 -3.35 0.26
H 1.35 -4.29 -1.17
*
```

Calculated values
⟨S²⟩: 0.7825
Kohn-Sham gap (alpha / beta): 7.7660 / 4.8336 eV
DFT total energy: -1818.2625 Eh



[2]
The following is a quantum chemistry calculation of a molecular structure, C25H34MnN4O6SSi in a non-equilibrium geometry, from the Open Molecules 2025 dataset.

Structure (ORCA input):
```
! wB97M-V def2-TZVPD RIJCOSX def2/J DEFGRID3
* xyz -2 6
O -1.45 -1.22 1.57
H -1.12 -3.15 3.25
H 5.82 1.03 -3.18
S -0.39 1.80 2.31
C -5.14 0.73 0.49
H -5.73 0.98 1.38
H 2.29 -3.00 2.56
H -1.08 1.90 -5.44
H 0.21 -0.20 -5.37
O 1.72 0.75 -1.19
H -4.45 2.43 -2.27
H -4.72 -0.26 0.64
C -4.00 1.74 0.32
H 3.36 1.22 -3.22
N -1.19 0.09 -0.92
H 3.50 0.38 4.90
H -3.30 1.71 1.17
H 2.31 -2.38 4.21
H 0.31 2.85 -1.50
C 3.09 0.55 -1.22
H -2.20 -4.28 2.41
C 5.85 0.39 -1.12
C -1.43 -3.52 2.28
O 0.13 1.96 0.91
H -5.78 0.42 -2.90
C 3.35 0.72 3.88
C 1.05 1.04 -2.33
H 1.17 -1.73 3.03
C 5.12 -1.55 2.94
H 1.57 -0.76 -3.38
H -3.21 -1.83 -0.17
C 0.75 -1.86 0.00
H 5.09 -2.17 3.83
H 5.90 -0.81 3.08
C -0.50 1.65 -4.57
C -1.90 -2.37 1.43
C 5.24 0.78 -2.30
H -0.56 -3.97 1.79
H -6.49 1.71 -0.88
N 2.93 -0.25 1.03
C 3.69 0.10 -0.01
Si 3.38 -0.72 2.61
C 3.85 0.87 -2.32
H -6.83 -0.01 -0.66
H -3.38 1.18 -2.94
C -2.15 0.73 -0.85
C 2.18 -2.11 3.17
O -0.04 2.97 3.12
N 0.74 -2.94 -0.43
C -2.72 -2.73 0.21
O -1.85 1.63 2.27
H 5.41 -2.18 2.11
C 0.24 0.48 -4.53
C -4.03 1.42 -2.10
H 2.37 1.18 3.82
O 0.27 0.57 2.86
C 5.10 0.07 -0.01
H 6.93 0.34 -1.06
H -1.06 3.43 -3.49
H -2.03 -3.09 -0.56
Mn 0.38 -0.09 0.92
C 1.01 0.16 -3.43
C -0.47 2.51 -3.47
H 5.59 -0.22 0.90
H -4.75 -0.59 -1.88
H -3.47 -3.50 0.43
H -4.42 2.75 0.23
C -5.18 0.41 -1.99
C 0.30 2.22 -2.37
N -3.25 1.46 -0.89
C -6.03 0.72 -0.76
H 4.09 1.49 3.66
*
```

Calculated values
⟨S²⟩: 8.7572
Kohn-Sham gap (alpha / beta): 5.0781 / 5.0714 eV
Energy above the lowest of the compared OMol25 structures with the same formula, charge and spin: 11.0 kcal/mol
DFT total energy: -3482.3191 Eh



- ⟨S²⟩ of number 1 (C25H34BN9SiY)?
  0.7825